No. 1
The following is a DFT calculation (ωB97M-V with the def2-TZVPD basis set) of a 9-piece molecular cluster, C16H47N2O11 overall.

Structure (ORCA input):
```
! RIJCOSX wB97M-V def2-TZVPD def2/J DEFGRID3
* xyz 1 1
C 3.156 0.668 0.976
C 3.274 2.132 1.342
O 3.892 2.441 2.253
O 2.693 3.154 0.573
C 1.486 2.830 -0.009
O 1.400 2.551 -1.123
C 0.313 2.960 0.944
N -0.920 2.317 0.398
C -0.744 0.869 0.065
C -2.050 0.086 0.314
N -2.287 0.120 1.769
C -2.622 1.480 2.185
C -2.101 2.635 1.283
H 2.807 0.148 1.865
H 4.125 0.289 0.667
H 2.450 0.443 0.173
H 0.531 2.525 1.919
H 0.141 4.032 1.065
H -1.087 2.794 -0.490
H -0.536 0.770 -0.999
H 0.056 0.382 0.620
H -1.977 -0.933 -0.078
H -2.892 0.560 -0.201
H -1.414 -0.173 2.196
H -2.336 1.674 3.216
H -3.712 1.560 2.170
H -1.820 3.457 1.938
H -2.886 3.046 0.651
C -6.800 0.737 0.942
O -5.694 1.222 0.177
H -7.698 1.239 0.594
H -6.914 -0.340 0.802
H -6.655 0.955 2.003
H -4.908 0.766 0.492
C -3.260 -3.687 1.065
O -2.388 -2.969 1.934
H -2.774 -4.620 0.791
H -4.202 -3.910 1.571
H -3.458 -3.107 0.158
H -2.832 -2.147 2.169
C -1.262 -2.520 -2.709
O -0.924 -1.969 -1.427
H -2.298 -2.846 -2.689
H -1.139 -1.758 -3.481
H -0.624 -3.370 -2.922
H 0.000 -1.695 -1.477
C 2.869 5.399 2.848
O 2.192 6.380 2.062
H 2.641 5.577 3.896
H 2.531 4.406 2.572
H 3.947 5.478 2.695
H 2.408 6.209 1.139
C -1.347 -4.736 -6.240
O -1.005 -4.193 -4.966
H -2.386 -5.056 -6.205
H -1.231 -3.979 -7.019
H -0.715 -5.597 -6.467
H -0.083 -3.917 -5.016
C 2.410 -4.262 -2.049
O 2.424 -2.899 -1.608
H 1.764 -4.343 -2.918
H 3.422 -4.568 -2.321
H 2.027 -4.903 -1.252
H 3.002 -2.856 -0.841
C 3.081 -7.298 -4.401
O 2.493 -6.287 -5.219
H 2.834 -7.082 -3.364
H 2.682 -8.279 -4.667
H 4.166 -7.293 -4.522
H 2.718 -6.489 -6.133
C 3.799 7.468 5.796
O 4.113 7.992 7.079
H 2.787 7.072 5.835
H 3.846 8.256 5.039
H 4.491 6.662 5.534
H 5.009 8.342 7.040
*
```

The frontier orbital gap is 8.942 eV.



No. 2
The following is a DFT calculation (ωB97M-V with the def2-TZVPD basis set) of a 2-piece molecular cluster, C4H6N2 overall.

Structure (ORCA input):
```
! RIJCOSX wB97M-V def2-TZVPD def2/J DEFGRID3
* xyz 0 1
C 0.492 -1.076 0.720
C 1.322 -0.330 -0.019
C 1.514 -1.231 -1.132
N 1.764 -2.096 -1.865
H -0.363 -1.546 0.256
H 0.719 -1.330 1.736
H 2.097 0.283 0.447
C -1.431 1.328 -0.393
N -1.783 1.085 0.800
H -1.437 0.512 -1.121
H -1.090 2.299 -0.770
H -1.716 1.930 1.371
*
```

The frontier orbital gap is 9.639 eV. For the energy above the lowest of the compared OMol25 structures with the same formula, charge and spin, the calculation gives 83.6 kcal/mol.



No. 3
The following is a DFT calculation (ωB97M-V with the def2-TZVPD basis set) of a 11-piece molecular cluster, C4H32N2O10 overall.

Structure (ORCA input):
```
! RIJCOSX wB97M-V def2-TZVPD def2/J DEFGRID3
* xyz 0 1
C 1.049 -0.571 -2.712
C -0.283 0.098 -2.360
N -0.328 0.608 -0.972
C -1.797 0.677 -0.627
C -2.126 0.935 0.847
N -1.752 -0.367 1.503
H 1.519 -0.215 -3.631
H 1.734 -0.379 -1.871
H 1.084 -1.641 -2.851
H -0.365 1.049 -2.927
H -1.114 -0.585 -2.599
H 0.237 -0.021 -0.407
H -2.193 1.418 -1.320
H -2.230 -0.236 -1.030
H -3.210 1.020 0.888
H -1.665 1.789 1.326
H -0.813 -0.161 1.852
H -2.304 -0.428 2.354
O 2.964 -0.926 1.836
H 2.222 -1.016 1.203
H 3.223 -0.109 1.363
O 0.151 -3.474 -1.577
H 0.485 -3.517 -0.666
H -0.091 -4.384 -1.776
O 1.588 0.517 3.936
H 2.078 1.179 3.411
H 2.215 -0.195 3.664
O -0.768 2.093 3.572
H -0.064 1.655 4.049
H -0.481 2.362 2.693
O 2.967 2.055 1.043
H 3.367 2.858 1.382
H 2.311 2.435 0.441
O 0.277 3.337 0.164
H -0.309 2.741 -0.326
H 0.143 4.241 -0.118
O -3.512 -1.478 -2.339
H -4.077 -0.735 -2.122
H -3.252 -1.989 -1.542
O 1.044 -2.692 1.060
H 0.486 -2.092 1.555
H 1.577 -3.226 1.645
O -2.213 -2.877 -0.480
H -1.549 -3.100 -1.170
H -1.850 -2.205 0.116
O 2.234 2.033 -2.134
H 1.814 1.656 -2.902
H 1.576 1.865 -1.445
*
```

The frontier orbital gap is 9.651 eV. For the energy above the lowest of the compared OMol25 structures with the same formula, charge and spin, the calculation gives 19.0 kcal/mol.



No. 4
The following is a DFT calculation (ωB97M-V with the def2-TZVPD basis set) of a 2-piece molecular cluster, C6H14N2O2 overall.

Structure (ORCA input):
```
! RIJCOSX wB97M-V def2-TZVPD def2/J DEFGRID3
* xyz 0 1
C 0.574 -2.193 -0.455
N 1.076 -1.388 0.610
C 2.219 -0.674 0.457
C 2.588 0.116 1.690
O 2.838 -0.490 -0.539
H 0.960 -3.199 -0.504
H -0.430 -2.528 -0.210
H 0.553 -1.803 -1.461
H 0.577 -1.493 1.584
H 3.653 -0.083 2.024
H 2.605 1.205 1.514
H 2.084 -0.166 2.568
C -1.058 1.645 -2.309
N -1.120 0.875 -1.060
C -2.032 1.288 -0.123
C -2.090 0.463 1.123
O -2.684 2.283 -0.403
H -2.171 1.825 -2.633
H -0.514 2.490 -2.203
H -0.680 1.161 -3.204
H -0.358 0.150 -0.748
H -3.038 0.706 1.647
H -2.216 -0.625 0.845
H -1.336 0.436 1.790
*
```

The frontier orbital gap is 9.881 eV. For the energy above the lowest of the compared OMol25 structures with the same formula, charge and spin, the calculation gives 48.7 kcal/mol.



No. 5
The following is a DFT calculation (ωB97M-V with the def2-TZVPD basis set) of a 4-piece molecular cluster, C3H14NO4 overall.

Structure (ORCA input):
```
! RIJCOSX wB97M-V def2-TZVPD def2/J DEFGRID3
* xyz 1 1
C 1.245 -0.251 0.788
C 1.026 -0.829 2.267
C -0.354 -0.816 2.682
O -1.158 -0.414 1.843
N 0.084 -0.632 -0.201
H 2.057 -0.923 0.413
H 1.374 0.756 0.569
H 1.524 -0.204 3.028
H 1.433 -1.867 2.299
H -0.723 -1.046 3.651
H -0.154 0.142 -0.970
H -0.922 -0.859 0.150
H 0.447 -1.382 -0.715
H 0.051 2.907 -1.931
H -0.749 4.104 -1.170
O -0.094 3.286 -1.092
H 1.530 -0.424 -2.807
H 0.338 -0.485 -3.770
O 0.666 -0.068 -2.884
H -3.255 -0.118 -0.486
H -1.779 -0.132 -0.942
O -2.586 -0.742 -0.723
*
```

The frontier orbital gap is 10.881 eV. For the energy above the lowest of the compared OMol25 structures with the same formula, charge and spin, the calculation gives 70.0 kcal/mol.



No. 6
The following is a DFT calculation (ωB97M-V with the def2-TZVPD basis set) of C21H24FeN4O3Si as an isolated structure.

Structure (ORCA input):
```
! RIJCOSX wB97M-V def2-TZVPD def2/J DEFGRID3
* xyz 1 6
Fe -0.275 -0.758 -0.118
O -3.326 -3.426 -0.022
C -2.616 -2.460 0.048
N -1.540 -2.107 -0.753
C -1.220 -2.834 -1.893
O -1.756 -3.811 -2.341
C -0.011 -2.250 -2.606
C 0.505 -2.869 -3.727
C 1.590 -2.290 -4.364
C 2.111 -1.103 -3.870
C 1.539 -0.551 -2.741
N 0.505 -1.119 -2.113
C -2.843 -1.439 1.150
C -3.953 -1.527 1.966
C -4.136 -0.563 2.944
C -3.203 0.456 3.070
C -2.117 0.468 2.218
N -1.935 -0.465 1.279
H 0.036 -3.781 -4.069
H 2.024 -2.752 -5.241
H 2.943 -0.612 -4.353
H 1.904 0.377 -2.317
H -4.643 -2.344 1.806
H -4.996 -0.600 3.599
H -3.315 1.230 3.817
H -1.365 1.246 2.273
C 1.357 -0.061 2.875
Si 2.077 0.654 1.305
C 3.178 2.085 1.748
C 3.131 -0.599 0.399
N 0.662 0.921 0.242
C 0.120 2.087 -0.239
C 0.625 3.369 0.072
C 0.018 4.506 -0.421
C -1.103 4.413 -1.240
C -1.615 3.160 -1.571
C -1.016 2.021 -1.084
H 2.149 -0.491 3.495
H 0.614 -0.839 2.689
H 0.876 0.725 3.462
H 4.024 1.672 2.306
H 2.691 2.820 2.392
H 3.583 2.595 0.872
H 3.847 -1.049 1.095
H 3.710 -0.112 -0.390
H 2.559 -1.403 -0.067
H 1.493 3.459 0.707
H 0.422 5.477 -0.165
H -1.572 5.310 -1.621
H -2.481 3.081 -2.215
H -1.418 1.051 -1.368
O 0.624 -2.646 0.898
H 1.413 -2.860 1.408
H 0.125 -3.462 0.773
*
```

The frontier orbital gap (spin up / spin down) is 8.663 / 6.536 eV.



No. 7
The following is a DFT calculation (ωB97M-V with the def2-TZVPD basis set) of C2H4F3NO5RuS2 as an isolated structure.

Structure (ORCA input):
```
! RIJCOSX wB97M-V def2-TZVPD def2/J DEFGRID3
* xyz 1 6
N -0.741 0.702 -1.912
S 0.889 0.845 -1.744
O 1.190 0.750 -0.170
O 1.535 -0.515 -2.097
S -1.494 -0.600 -1.429
O -0.684 -1.528 -0.574
O -2.265 -1.253 -2.478
C -2.780 0.050 -0.244
F -2.203 0.505 0.851
F -3.452 1.025 -0.830
F -3.608 -0.932 0.066
Ru 1.274 -1.329 -0.233
O 2.048 -1.078 1.479
H 2.903 -1.388 1.783
C 1.828 0.955 1.680
H 0.737 1.039 1.793
H 2.919 1.032 1.591
H 1.905 1.718 2.468
*
```

The frontier orbital gap (spin up / spin down) is 7.781 / 7.441 eV. For the energy above the lowest of the compared OMol25 structures with the same formula, charge and spin, the calculation gives 110.8 kcal/mol.



No. 8
The following is a DFT calculation (ωB97M-V with the def2-TZVPD basis set) of a 6-piece molecular cluster, C47H82ClF3I2N3O18S overall.

Structure (ORCA input):
```
! RIJCOSX wB97M-V def2-TZVPD def2/J DEFGRID3
* xyz 1 1
C -4.510 2.596 0.509
C -3.925 2.936 -0.489
C -3.081 3.320 -1.631
C -1.591 3.450 -1.119
C -0.700 3.057 -2.315
C 0.814 3.486 -2.309
C 0.953 4.866 -1.661
C 1.085 5.003 -0.137
C 1.078 6.495 0.191
F 1.278 6.590 1.522
F 2.089 7.153 -0.362
F -0.086 7.078 -0.038
C 1.510 2.264 -1.644
C 1.035 1.899 -0.220
C 0.125 0.639 -0.193
C 0.094 0.040 1.227
C -1.196 -0.783 1.443
S -1.242 -2.309 0.496
O -2.297 -3.113 1.006
O 0.026 -2.951 0.580
Cl -1.728 -1.881 -1.468
C 3.064 2.172 -1.738
C 3.831 3.295 -0.981
N 3.891 3.064 0.474
N 3.652 0.941 -1.190
C 3.050 -0.345 -1.515
C 4.150 -1.407 -1.754
C 3.375 2.180 -3.275
C 2.731 3.380 -4.033
C 3.602 4.626 -3.781
C 4.943 4.588 -3.807
C 3.027 3.114 -5.548
C 2.382 1.876 -6.168
O 2.451 1.652 -7.343
N 1.247 3.498 -3.795
C 0.558 4.434 -4.689
I 0.884 6.558 -4.732
C -0.352 4.025 -5.561
C -1.073 4.925 -6.544
I -1.010 2.006 -5.705
H -4.910 2.124 1.376
H -3.137 2.577 -2.431
H -3.423 4.302 -1.970
H -1.524 4.481 -0.772
H -1.553 2.745 -0.292
H -0.790 1.966 -2.379
H -1.244 3.433 -3.187
H 1.742 5.500 -2.079
H 0.046 5.427 -1.929
H 2.004 4.625 0.313
H 0.260 4.598 0.449
H 1.189 1.418 -2.278
H 1.859 1.643 0.449
H 0.454 2.653 0.307
H 0.386 -0.099 -0.953
H -0.917 0.926 -0.401
H 0.051 0.848 1.964
H 0.953 -0.621 1.382
H -1.363 -0.993 2.500
H -2.038 -0.175 1.084
H 3.480 4.303 -1.201
H 4.864 3.247 -1.371
H 4.170 3.955 0.880
H 4.679 2.445 0.632
H 4.629 0.951 -1.467
H 2.486 -0.698 -0.639
H 2.351 -0.384 -2.365
H 4.681 -1.609 -0.823
H 4.798 -1.039 -2.555
H 3.651 -2.324 -2.081
H 2.839 1.295 -3.658
H 4.421 2.018 -3.525
H 3.234 5.619 -3.532
H 5.523 3.807 -3.324
H 5.424 5.373 -4.387
H 2.778 3.988 -6.163
H 4.104 2.988 -5.686
H 1.834 1.133 -5.538
H 0.907 2.555 -4.062
H -0.379 5.457 -7.198
H -1.757 4.360 -7.178
H -1.685 5.637 -5.981
C -2.298 -6.287 2.638
C -1.154 -5.916 3.559
O -1.505 -4.840 4.450
C -2.248 -5.191 5.501
O -2.632 -6.299 5.760
O -2.506 -4.088 6.211
C -3.369 -4.305 7.331
H -2.661 -5.410 2.102
H -1.976 -7.035 1.912
H -3.138 -6.694 3.201
H -0.311 -5.555 2.970
H -0.808 -6.778 4.130
H -2.994 -5.105 7.966
H -4.378 -4.533 6.988
H -3.390 -3.382 7.904
C -3.645 -2.991 3.268
C -4.805 -3.117 2.304
O -6.061 -2.901 2.964
C -6.412 -1.642 3.196
O -5.793 -0.644 2.904
O -7.582 -1.659 3.832
C -8.064 -0.373 4.230
H -3.791 -3.640 4.126
H -2.711 -3.259 2.780
H -3.557 -1.971 3.650
H -4.841 -4.130 1.909
H -4.702 -2.444 1.453
H -8.091 0.317 3.389
H -7.443 0.028 5.030
H -9.075 -0.511 4.603
C -9.369 2.071 -3.910
C -9.019 0.609 -3.736
O -7.951 0.435 -2.793
C -8.305 0.519 -1.509
O -9.416 0.709 -1.091
O -7.207 0.368 -0.766
C -7.428 0.514 0.640
H -8.479 2.649 -4.165
H -10.111 2.197 -4.699
H -9.773 2.491 -2.989
H -8.659 0.200 -4.679
H -9.888 0.021 -3.439
H -8.227 -0.142 0.983
H -7.657 1.555 0.873
H -6.512 0.231 1.149
C 10.264 1.505 0.909
C 9.994 0.023 1.066
O 9.118 -0.234 2.174
C 7.828 -0.014 1.954
O 7.333 0.365 0.918
O 7.164 -0.268 3.082
C 5.768 0.005 2.999
H 10.628 1.928 1.846
H 11.006 1.678 0.129
H 9.354 2.044 0.644
H 10.923 -0.499 1.288
H 9.587 -0.411 0.152
H 5.317 -0.502 2.147
H 5.606 1.082 2.931
H 5.303 -0.364 3.909
C 2.692 -6.374 0.745
C 1.665 -6.216 1.846
O 1.311 -7.482 2.416
C 2.190 -7.983 3.287
O 3.218 -7.463 3.634
O 1.735 -9.166 3.698
C 2.619 -9.858 4.583
H 2.345 -7.094 0.002
H 2.879 -5.419 0.255
H 3.636 -6.749 1.140
H 0.747 -5.799 1.433
H 2.013 -5.532 2.622
H 2.901 -9.232 5.426
H 3.504 -10.191 4.043
H 2.084 -10.728 4.954
*
```

The frontier orbital gap is 7.986 eV.



Calculated total energy (computed, eV): -42845.814, -7221.966, -28122.249, -13523.513, -13009.595, -76531.649, -46253.366, -139094.605